[1]
# C15H16N2O6S

The molecule C15H16N2O6S in a non-equilibrium geometry (wB97M-V/def2-TZVPD, OMol25).

Last column: Löwdin charge in e.
CARTESIAN COORDINATES (ANGSTROEM)
C (-4.58691, -0.08012, 0.21795)  -0.07
C (-5.03258, -1.07625, 1.23785)  -0.24
O (-4.08968, -1.04962, 2.30924)  -0.01
C (-3.98540, -2.22243, 2.99636)  -0.40
O (-4.92119, -2.99156, 3.23819)  0.10
C (-2.64850, -2.29397, 3.78893)  -0.05
N (-1.48360, -2.33336, 2.89633)  -0.34
S (-0.78431, -3.76144, 2.39761)  1.15
C (0.38886, -2.91217, 1.46338)  -0.71
O (1.18156, -3.54434, 0.81759)  0.03
N (0.23359, -1.51566, 1.50522)  0.10
C (0.93888, -0.54354, 0.70171)  -0.14
C (1.05968, 0.78227, 1.11769)  0.00
C (1.68925, 1.73708, 0.35111)  0.00
C (2.25339, 1.41594, -0.89391)  -0.11
C (2.94153, 2.45491, -1.75835)  -0.38
O (2.88149, 3.63007, -1.42668)  0.10
O (3.50096, 2.02717, -2.94621)  -0.01
C (4.29778, 2.98597, -3.62945)  -0.25
C (4.68703, 2.50059, -4.99808)  -0.08
C (2.17898, 0.07624, -1.33176)  0.01
C (1.49550, -0.87017, -0.54155)  0.01
C (-0.88579, -1.25254, 2.28510)  -0.48
O (-1.39694, -0.11836, 2.35333)  0.06
H (-4.58309, 0.87483, 0.72820)  0.08
H (-3.58445, -0.32091, -0.10392)  0.08
H (-5.24681, -0.03083, -0.64258)  0.08
H (-4.99388, -2.06361, 0.75686)  0.13
H (-6.04490, -0.86341, 1.54647)  0.12
H (-2.60675, -1.41042, 4.41448)  0.14
H (-2.71913, -3.16580, 4.38639)  0.11
H (0.73786, 1.16399, 2.10598)  0.13
H (1.74673, 2.73365, 0.69859)  0.11
H (5.17895, 3.22544, -3.05048)  0.12
H (3.78738, 3.97175, -3.71123)  0.13
H (3.81801, 2.35679, -5.65095)  0.08
H (5.21808, 1.53990, -4.94293)  0.08
H (5.37230, 3.17922, -5.51086)  0.08
H (2.59788, -0.35225, -2.24637)  0.12
H (1.40824, -1.88304, -0.92926)  0.11

**SMILES**: CCOC(=O)Cn1sc(=O)n(-c2ccc(C(=O)OCC)cc2)c1=O
**ΔE to the lowest compared entry with this formula, charge and spin**: 1.7763 eV
**E_LUMO**: 0.0 eV

=====

[2]
# C15H16N6S2

The molecule C15H16N6S2 in a non-equilibrium geometry (wB97M-V/def2-TZVPD, OMol25).

Last column: Löwdin charge in e.
CARTESIAN COORDINATES (ANGSTROEM)
C (4.75324, 1.05744, -1.85024)  0.01
C (3.93800, 1.52375, -0.92315)  -0.16
C (2.45081, 1.35264, -0.96181)  -0.17
N (1.92698, 0.94585, 0.32019)  -0.01
C (2.18413, -0.19385, 1.03176)  -0.39
C (3.01309, -1.31676, 0.54607)  -0.33
S (1.91347, -2.76661, 0.22884)  0.97
C (0.60683, -1.85060, -0.48473)  -0.65
N (0.70121, -1.08892, -1.53917)  0.02
N (-0.45197, -0.42917, -1.66419)  0.10
C (-1.25462, -0.80064, -0.69690)  -0.26
C (-2.58452, -0.25749, -0.47945)  -0.16
C (-2.78190, 1.10714, -0.68418)  -0.02
C (-4.02958, 1.66240, -0.47668)  -0.07
C (-5.08894, 0.86494, -0.07321)  -0.08
C (-4.90043, -0.49429, 0.11333)  -0.08
C (-3.65360, -1.05868, -0.08684)  -0.04
N (-0.62191, -1.71974, 0.09774)  -0.04
C (-1.05120, -2.33259, 1.32052)  -0.04
N (1.52580, -0.21070, 2.15151)  0.11
N (0.81787, 0.94266, 2.17292)  0.03
C (1.03023, 1.68717, 1.05639)  -0.84
S (0.34908, 3.12289, 0.66656)  0.61
H (5.81583, 1.22232, -1.80853)  0.06
H (4.38401, 0.50627, -2.69967)  0.07
H (4.31615, 2.08276, -0.07678)  0.11
H (2.14695, 0.62731, -1.72356)  0.11
H (1.96639, 2.31341, -1.17958)  0.09
H (3.52998, -1.06269, -0.37638)  0.07
H (3.71385, -1.65344, 1.30753)  0.09
H (-1.94767, 1.71641, -0.99423)  0.09
H (-4.17487, 2.72105, -0.62841)  0.11
H (-6.06344, 1.30078, 0.08940)  0.10
H (-5.72809, -1.12009, 0.41341)  0.10
H (-3.52191, -2.12435, 0.03121)  0.11
H (-1.81684, -1.71144, 1.78380)  0.10
H (-1.45415, -3.33013, 1.13313)  0.10
H (-0.19208, -2.41997, 1.98836)  0.07
H (0.23381, 1.18493, 2.95502)  0.15

**SMILES**: C=CCn1c(CSc2nnc(-c3ccccc3)n2C)n[nH]c1=S
**ΔE to the lowest compared entry with this formula, charge and spin**: 0.0000 eV
**E_LUMO**: 0.5 eV

=====

[3]
# C15H17BrCl9FIN2O4P

A structure of composition C15H17BrCl9FIN2O4P in a non-equilibrium geometry (wB97M-V/def2-TZVPD, OMol25).

Last column: Löwdin charge in e.
CARTESIAN COORDINATES (ANGSTROEM)
N (4.48245, 2.92877, -0.52907)  -0.03
C (4.26237, 1.85813, -1.57933)  -0.20
C (2.96243, 2.35313, -2.42408)  -0.36
O (3.25055, 3.45169, -3.31886)  -0.09
C (2.21289, 1.10876, -3.17101)  -0.14
C (0.92982, 0.77918, -2.23515)  -0.17
C (-0.31500, 1.68472, -2.45123)  -0.47
I (-0.39729, 3.28730, -3.95262)  0.91
C (-1.58435, 1.49594, -1.58568)  -0.08
C (-1.49727, 0.35455, -0.53333)  -0.09
C (-0.29933, -0.58654, -0.30734)  -0.11
F (-0.37185, -1.61043, 0.66077)  0.00
C (0.99505, -0.39739, -1.18742)  -0.23
P (2.54547, -1.48072, -1.03754)  0.62
O (3.37604, -1.16948, 0.42623)  -0.39
Cl (1.79215, -3.46612, -0.88946)  0.16
C (-2.92477, 0.46567, 0.17545)  -0.68
O (-3.23693, -0.30166, 1.11823)  -0.05
N (-3.73604, 1.52537, -0.49750)  -0.34
Br (-5.10384, 0.45462, -1.28120)  0.83
C (-2.97510, 2.26787, -1.53515)  -0.41
O (-3.30895, 3.23141, -2.24608)  0.04
H (3.61664, 2.91478, 0.04537)  0.07
H (5.27695, 2.62658, 0.05282)  0.06
H (3.99307, 0.90599, -1.00259)  0.07
H (5.16341, 1.71311, -2.26321)  0.13
H (2.23947, 2.76828, -1.61855)  0.14
H (2.93542, 4.25500, -2.83672)  0.10
H (1.88758, 1.43037, -4.21898)  0.08
H (2.87902, 0.18605, -3.24777)  0.09
H (4.32927, -1.42655, 0.35245)  0.05
C (-4.27523, 0.78841, 4.58669)  -1.08
Cl (-4.55915, 2.52265, 4.78762)  0.51
Cl (-5.75053, -0.13932, 4.88458)  0.51
H (-3.93843, 0.60045, 3.56752)  -0.01
H (-3.51070, 0.47217, 5.29150)  -0.03
C (-1.12122, 2.33205, 3.23821)  -0.90
Cl (-1.65712, 1.54109, 1.74563)  0.83
Cl (-1.15603, 1.20557, 4.59813)  0.58
H (-0.10270, 2.69391, 3.10361)  0.03
H (-1.78458, 3.16895, 3.45404)  0.02
C (4.21149, -6.13848, 1.32971)  -1.02
Cl (4.47440, -4.65067, 0.41186)  0.47
Cl (4.90193, -7.53518, 0.49561)  0.51
H (4.68417, -6.04003, 2.30571)  0.03
H (3.14048, -6.29319, 1.45220)  0.03
C (-5.30146, -3.60793, -0.30665)  -1.03
Cl (-6.80997, -2.73754, -0.61081)  0.48
Cl (-4.94205, -4.74188, -1.61429)  0.50
H (-4.48761, -2.88787, -0.22855)  0.01
H (-5.39497, -4.16150, 0.62625)  0.03

**E_LUMO**: -2.0 eV

=====

[4]
# C15H17BrN6O

The molecule C15H17BrN6O in a non-equilibrium geometry (wB97M-V/def2-TZVPD, OMol25).

Last column: Löwdin charge in e.
CARTESIAN COORDINATES (ANGSTROEM)
C (2.59804, -1.23080, 4.96599)  -0.07
C (1.44369, -0.48666, 4.09458)  -0.34
C (0.22043, -0.19137, 5.04433)  -0.06
C (1.01142, -1.38382, 3.05004)  -0.41
C (0.48015, -0.78762, 1.91886)  0.03
C (0.09946, -1.87781, 1.10634)  -0.17
C (-0.60866, -1.81082, -0.13593)  -0.39
O (-1.35637, -2.71846, -0.27466)  0.12
N (-0.22771, -0.95517, -1.24631)  -0.03
C (0.95249, -0.08197, -1.16265)  -0.16
C (1.00396, 0.65708, -2.51127)  -0.11
C (-0.24073, 0.19781, -3.28265)  -0.19
N (-1.01766, 1.42230, -3.54888)  -0.09
C (-1.91010, 2.06513, -2.60603)  -0.04
C (-2.56530, 2.97583, -3.38020)  -0.72
Br (-4.06699, 3.95326, -2.87000)  0.79
C (-2.02599, 3.00649, -4.66986)  -0.32
C (-2.53516, 4.01173, -5.61992)  -0.16
N (-2.69111, 4.58527, -6.64727)  0.16
N (-1.05617, 2.10831, -4.68290)  0.13
C (-0.89387, -1.01242, -2.53903)  -0.05
N (0.43358, -3.00362, 1.81724)  0.06
N (0.97712, -2.66075, 3.04170)  0.12
H (3.52210, -1.22167, 4.23949)  0.10
H (2.25103, -2.33682, 5.10172)  0.09
H (2.85668, -0.74451, 5.89543)  0.05
H (1.86647, 0.44720, 3.63059)  0.15
H (-0.28332, -0.96151, 5.57913)  0.07
H (-0.60915, 0.26203, 4.40691)  0.09
H (0.50010, 0.49875, 5.78388)  0.05
H (0.26557, 0.23612, 1.76146)  0.10
H (1.90117, -0.65318, -0.99141)  0.13
H (0.83224, 0.70366, -0.33755)  0.12
H (1.17827, 1.72821, -2.25965)  0.13
H (1.95207, 0.28334, -3.01084)  0.13
H (0.19117, -0.08699, -4.19950)  0.13
H (-2.17016, 1.85192, -1.54251)  0.14
H (-1.89931, -0.78816, -2.45402)  0.10
H (-0.74786, -1.96563, -2.95811)  0.12
H (0.36845, -4.03467, 1.49348)  0.21

**SMILES**: CC(C)c1cc(C(=O)N2CC[C@H](n3cc(Br)c(C#N)n3)C2)[nH]n1
**ΔE to the lowest compared entry with this formula, charge and spin**: 2.6831 eV
**E_LUMO**: 0.3 eV

=====

[5]
# C15H17ClN4O2

The molecule C15H17ClN4O2 in a non-equilibrium geometry (wB97M-V/def2-TZVPD, OMol25).

Last column: Löwdin charge in e.
CARTESIAN COORDINATES (ANGSTROEM)
N (3.28190, 2.22227, -0.02330)  0.19
C (3.99528, 1.54722, 0.89680)  -0.53
O (4.72270, 2.07127, 1.71046)  0.06
C (3.83560, 0.03017, 0.78997)  -0.24
C (4.89272, -0.57643, -0.13714)  -0.12
C (4.24944, -1.90304, -0.53248)  -0.15
C (2.76472, -1.54470, -0.64661)  -0.16
N (2.57779, -0.33253, 0.15241)  -0.15
C (1.43446, -0.35036, 1.03500)  -0.09
C (0.19274, -0.27430, 0.22312)  -0.32
N (-0.83322, -1.06469, 0.25966)  0.20
C (-1.66093, -0.54879, -0.69537)  -0.36
C (-3.00743, -1.10275, -0.99257)  -0.10
C (-4.05217, -0.16028, -0.45199)  -0.25
C (-4.69338, 0.74004, -1.29240)  -0.04
C (-5.63618, 1.62690, -0.80464)  -0.08
C (-5.95092, 1.62868, 0.54353)  -0.08
C (-5.31834, 0.74677, 1.40078)  -0.11
C (-4.37319, -0.13603, 0.90235)  -0.60
Cl (-3.58381, -1.21652, 2.00098)  0.72
N (-1.15413, 0.49575, -1.28691)  0.14
O (0.05660, 0.68968, -0.69578)  0.04
H (2.63896, 1.71862, -0.61315)  0.09
H (3.30220, 3.22764, -0.03505)  0.12
H (3.93656, -0.39711, 1.80060)  0.16
H (5.01857, 0.06067, -1.01342)  0.12
H (5.85328, -0.69150, 0.35824)  0.12
H (4.40050, -2.63930, 0.25785)  0.11
H (4.65073, -2.30417, -1.46047)  0.11
H (2.49278, -1.32238, -1.68492)  0.12
H (2.12055, -2.35774, -0.29484)  0.12
H (1.37248, -1.25097, 1.66795)  0.14
H (1.48365, 0.53160, 1.68175)  0.14
H (-3.08600, -2.08014, -0.51601)  0.11
H (-3.12425, -1.20027, -2.07193)  0.12
H (-4.44167, 0.74313, -2.34206)  0.12
H (-6.12348, 2.31675, -1.47648)  0.10
H (-6.68566, 2.31730, 0.93170)  0.10
H (-5.54946, 0.73953, 2.45437)  0.10

**SMILES**: NC(=O)[C@@H]1CCCN1Cc1nc(Cc2ccccc2Cl)no1
**ΔE to the lowest compared entry with this formula, charge and spin**: 1.3858 eV
**E_LUMO**: 0.7 eV

=====

[6]
# C15H17ClNS

The ion C15H17ClNS with charge +1 (wB97M-V/def2-TZVPD, OMol25).

Last column: Löwdin charge in e.
CARTESIAN COORDINATES (ANGSTROEM)
C (-3.58169, -0.89821, 1.58287)  0.01
N (-3.37594, -1.24461, 0.16656)  -0.19
C (-4.54342, -1.95212, -0.38278)  0.00
C (-3.02621, -0.02945, -0.64277)  -0.08
C (-1.68676, 0.51230, -0.23364)  -0.25
C (-1.58230, 1.65481, 0.55785)  -0.04
C (-0.34722, 2.12995, 0.93796)  -0.09
C (0.81821, 1.47071, 0.53889)  -0.50
S (2.33912, 2.14479, 1.08972)  1.04
C (3.53908, 1.13420, 0.22507)  -0.54
C (3.87082, 1.43743, -1.08620)  -0.10
C (4.82117, 0.66681, -1.73440)  -0.06
C (5.43530, -0.38891, -1.08236)  -0.09
C (5.09575, -0.67367, 0.23315)  -0.66
Cl (5.85538, -1.98635, 1.05507)  0.70
C (4.14724, 0.08866, 0.89935)  -0.12
C (0.71861, 0.32598, -0.24977)  -0.06
C (-0.52242, -0.14203, -0.62918)  -0.03
H (-3.73374, -1.79791, 2.17572)  0.11
H (-4.45886, -0.26049, 1.67833)  0.12
H (-2.71229, -0.36338, 1.96222)  0.11
H (-2.55902, -1.86547, 0.11445)  0.19
H (-4.76536, -2.83661, 0.21173)  0.11
H (-5.40992, -1.29298, -0.36743)  0.12
H (-4.35475, -2.25903, -1.40982)  0.11
H (-3.81178, 0.71302, -0.49418)  0.14
H (-3.01180, -0.32434, -1.69445)  0.14
H (-2.47277, 2.18435, 0.86269)  0.12
H (-0.26579, 3.01841, 1.54324)  0.11
H (3.39315, 2.26532, -1.58661)  0.11
H (5.08987, 0.89470, -2.75402)  0.11
H (6.17854, -0.98609, -1.58573)  0.11
H (3.89146, -0.12567, 1.92480)  0.11
H (1.60847, -0.19300, -0.56950)  0.11
H (-0.58015, -1.02116, -1.25682)  0.12

**SMILES**: C[NH+](C)Cc1ccc(Sc2cccc(Cl)c2)cc1
**Charge**: +1
**ΔE to the lowest compared entry with this formula, charge and spin**: 0.0000 eV
**E_LUMO**: -2.8 eV